[1]
Formula: C40H34CdF2N4O3P
Source: OMol25
Level of theory: ωB97M-V/def2-TZVPD

Values from the calculation:
Net charge   -1
Molar mass   800.119 g/mol
Energy relative to the best compared isomer or geometry (same formula, charge and spin)   137.35 kJ/mol

CARTESIAN COORDINATES (ANGSTROEM)
Cd 1.33531 -0.74526 -1.19474
O -0.77729 2.99994 2.24136
C -0.00069 2.52514 3.22206
C -0.33929 2.81684 4.54296
C 0.43501 2.36144 5.58786
C 1.58261 1.62634 5.33046
C 1.93471 1.33664 4.02646
C 1.15021 1.76004 2.95956
C 1.46451 1.38254 1.55766
O 0.61601 1.58344 0.64766
N 2.69091 0.92014 1.35916
N 2.96781 0.38864 0.17686
C 4.15001 0.52854 -0.31644
C 4.49751 -0.01056 -1.60674
C 5.78111 0.17764 -2.14524
C 6.04521 -0.26236 -3.42654
C 5.03461 -0.88716 -4.14704
C 3.80231 -1.06096 -3.52804
N 3.54591 -0.63936 -2.30674
H -0.40899 2.59014 1.39946
H -1.22079 3.41354 4.71396
H 0.15131 2.58984 6.60666
H 2.20351 1.29584 6.15016
H 2.82971 0.77254 3.80846
H 4.91241 1.11174 0.20826
H 6.54161 0.67544 -1.56024
H 7.02351 -0.11056 -3.86634
H 5.19871 -1.22876 -5.15904
H 2.98101 -1.55506 -4.03204
C 0.36531 -1.44986 2.37426
C 0.31101 -2.90416 2.02416
O 0.72051 -3.32166 0.96326
C -0.28399 -3.81446 3.03836
C -0.82909 -5.02046 2.60126
C -1.43349 -5.88136 3.49556
C -1.48459 -5.55366 4.84046
C -0.92239 -4.36896 5.28756
C -0.32499 -3.49896 4.39506
H 0.40261 -0.87866 1.44446
H 1.27941 -1.25586 2.93426
H -0.48529 -1.13246 2.96836
H -0.77609 -5.25496 1.54886
H -1.87139 -6.80656 3.15176
H -1.94639 -6.22956 5.54476
H -0.95809 -4.12036 6.33826
H 0.11921 -2.58216 4.75336
N 0.52831 0.69164 -2.43914
P -0.90229 1.09814 -2.12024
C -1.18109 2.89424 -1.84714
C -2.40679 3.53264 -1.97874
C -2.49069 4.90274 -1.80624
C -1.35639 5.63634 -1.49224
C -0.13009 5.00194 -1.36464
C -0.04499 3.63524 -1.55774
C -2.04519 0.76634 -3.53234
C -3.28279 0.13994 -3.48694
C -3.92799 -0.20716 -4.66254
C -3.34979 0.07874 -5.88804
C -2.11369 0.70794 -5.94154
C -1.46419 1.03154 -4.76764
C -1.83879 0.33224 -0.71914
C -2.27719 1.04604 0.38926
C -2.79849 0.38874 1.49216
C -2.91799 -0.99186 1.48846
C -2.52379 -1.70986 0.36676
C -1.97259 -1.05566 -0.72094
H -3.29159 2.95344 -2.20974
H -3.44429 5.40594 -1.91204
H -1.43019 6.70694 -1.34584
H 0.75321 5.57694 -1.11374
H 0.89111 3.09884 -1.47904
H -3.74539 -0.07836 -2.53324
H -4.88589 -0.71286 -4.62094
H -3.85459 -0.20296 -6.80324
H -1.65609 0.92704 -6.89884
H -0.47719 1.47694 -4.77024
H -2.21469 2.12474 0.39066
H -3.10489 0.96194 2.36036
H -3.31779 -1.50766 2.35516
H -2.64869 -2.78406 0.34776
H -1.66729 -1.61186 -1.60244
F 2.34531 -3.42286 -1.91784
C 1.08381 -2.81376 -1.87754
F 0.74431 -2.70686 -3.24144
H 0.40631 -3.59336 -1.49274

These are the Löwdin partial charges, in e, on atoms 1 to 2:
1. Cd 1.292
2. O 0.038



[2]
Formula: C40H34HgIN4P
Source: OMol25
Level of theory: ωB97M-V/def2-TZVPD

Values from the calculation:
Multiplicity   2
Net charge   +1
Molar mass   929.208 g/mol
Energy relative to the best compared isomer or geometry (same formula, charge and spin)   544.74 kJ/mol

CARTESIAN COORDINATES (ANGSTROEM)
Hg 11.57272 14.49000 12.42000
C 8.77415 12.64287 14.01634
N 9.42134 12.76687 12.68967
C 10.03144 11.41583 12.28114
C 11.44696 11.20750 12.70510
C 11.89278 9.90989 12.97234
C 13.23227 9.67727 13.31286
C 14.11589 10.77575 13.45126
C 13.61752 11.99342 13.01492
N 12.30501 12.24491 12.82127
C 8.42619 13.20331 11.73552
C 8.29439 14.74613 11.79032
C 6.19552 16.22186 10.76431
C 6.50840 17.62802 10.38437
C 7.42084 18.33994 11.07623
C 8.27493 17.73563 12.12805
N 8.74476 15.69926 12.84982
C 9.62790 12.99990 15.17765
C 9.07247 12.84702 16.51776
C 9.93028 13.12860 17.58565
C 11.22273 13.65826 17.33919
C 11.67291 13.65624 16.01303
N 10.90334 13.37150 14.94611
H 8.36825 11.62085 14.21255
H 7.92564 13.37367 14.04790
H 9.92737 11.33923 11.19336
H 9.38347 10.66553 12.73196
H 11.25805 9.03035 12.94061
H 13.59752 8.66839 13.47471
H 15.16684 10.73413 13.79821
H 14.26422 12.86744 12.85584
H 7.43257 12.77552 11.93361
H 8.64488 12.90616 10.68390
H 5.48788 15.87655 10.08374
H 5.98372 18.02895 9.49112
H 7.69003 19.37229 10.91118
H 8.84893 18.52728 12.58904
H 8.06054 12.42498 16.58016
H 9.69409 12.94031 18.59586
H 11.79443 14.11907 18.14725
H 12.70709 13.95044 15.72898
I 14.50708 17.25895 11.08857
C 13.66212 16.33126 9.32758
C 14.46811 15.59993 8.45578
C 14.12994 15.51771 7.09416
C 13.05600 16.15413 6.54051
C 12.19139 16.86036 7.41302
C 11.11744 17.74308 6.89916
C 10.35112 18.41297 7.80459
C 10.35189 18.10005 9.12239
C 11.32936 17.24806 9.71802
P 11.07538 16.83660 11.46822
C 11.58848 18.29945 12.46054
C 11.58494 18.25467 13.89740
C 11.76589 19.40562 14.64642
C 12.07348 20.65909 14.04252
C 11.98360 20.71754 12.68136
C 11.74564 19.59442 11.87410
C 9.30695 16.60465 11.70361
C 8.81383 15.64423 10.65602
C 7.38457 15.28955 10.71893
C 5.54177 16.17794 12.12225
C 6.22507 16.38822 13.26686
C 7.69841 16.76224 13.22344
C 12.36234 16.76086 8.86543
H 15.46535 15.14443 8.67816
H 14.85438 14.96486 6.49026
H 12.63015 16.01461 5.55693
H 10.85500 17.79054 5.82082
H 9.69163 19.23899 7.46263
H 9.62045 18.55711 9.74637
H 11.49048 17.28055 14.33627
H 11.79249 19.37179 15.70342
H 12.37692 21.49050 14.65922
H 11.88076 21.71518 12.17749
H 11.54453 19.75468 10.77996
H 9.32428 15.20953 9.77304
H 7.25874 14.51939 9.99310
H 4.48382 16.03296 12.21144
H 5.86464 16.29973 14.30577
H 7.96752 17.14282 14.24916

These are the Löwdin partial charges, in e, on atoms 1 to 2:
1. Hg 0.911
2. C -0.148



[3]
Formula: C40H34N3P2PtS
Source: OMol25
Level of theory: ωB97M-V/def2-TZVPD

Values from the calculation:
Net charge   +1
Molar mass   845.826 g/mol
Energy relative to the best compared isomer or geometry (same formula, charge and spin)   223.51 kJ/mol

CARTESIAN COORDINATES (ANGSTROEM)
Pt -0.03870 0.71830 0.18600
C -2.19850 -1.42490 1.74930
P -2.27180 -0.24350 0.30710
C -4.01690 0.28410 0.32730
C -5.03950 -0.53220 0.80480
C -6.34980 -0.09210 0.76550
C -6.65080 1.16340 0.26360
C -5.63780 1.98190 -0.20890
C -4.32620 1.54240 -0.18110
C -2.20330 -1.34340 -1.14310
C -3.20060 -2.26180 -1.45200
C -3.10840 -3.02150 -2.60460
C -2.01010 -2.88610 -3.44050
C -1.00270 -1.98900 -3.12510
C -1.10720 -1.20860 -1.99150
C -0.84350 -1.44310 2.36380
C -0.32500 -2.18460 3.44650
C 1.01460 -1.83730 3.56570
C 1.27560 -0.89210 2.55600
C 2.50350 -0.16880 2.13030
P 2.32870 0.21610 0.30570
C 3.32280 1.69450 0.00620
C 4.38140 2.12310 0.79650
C 4.98920 3.33470 0.51740
C 4.56670 4.09620 -0.56050
C 3.53490 3.65370 -1.37210
C 2.90720 2.46100 -1.08000
C 3.30180 -1.16310 -0.36880
C 2.76730 -2.44410 -0.24700
C 3.50060 -3.53820 -0.66430
C 4.75970 -3.35590 -1.21770
C 5.28130 -2.08020 -1.36000
C 4.55570 -0.97870 -0.94060
N 0.13250 -0.66960 1.87140
H -2.48330 -2.42620 1.40540
H -2.92910 -1.09240 2.49290
H -4.82640 -1.50880 1.21440
H -7.13890 -0.73470 1.12630
H -7.67470 1.50300 0.24710
H -5.87390 2.96040 -0.59900
H -3.53080 2.18000 -0.54650
H -4.05730 -2.37790 -0.80560
H -3.90030 -3.71270 -2.85420
H -1.94620 -3.47950 -4.33850
H -0.14000 -1.88350 -3.76480
H -0.32850 -0.46610 -1.75170
H -0.86960 -2.88320 4.04950
H 1.71420 -2.20810 4.28950
H 3.40440 -0.75740 2.32960
H 2.58560 0.78970 2.65840
H 4.72720 1.51740 1.62090
H 5.79160 3.69080 1.14530
H 5.04810 5.03790 -0.76770
H 3.21730 4.24080 -2.22050
H 2.07730 2.10580 -1.68190
H 1.78340 -2.57030 0.18760
H 3.09100 -4.53210 -0.56070
H 5.33580 -4.21110 -1.53660
H 6.25830 -1.94050 -1.79780
H 4.96950 0.01410 -1.04320
S -2.25770 7.00080 0.04570
C -1.59830 5.34630 -0.08600
C -1.57180 4.67780 -1.30280
C -0.96460 3.43670 -1.35810
N -0.38320 2.87130 -0.30090
C -0.41430 3.51650 0.87020
C -1.02400 4.74310 1.02680
C -0.59650 7.70370 0.08070
C 0.05180 7.91370 -1.12450
C 1.37320 8.33280 -1.07920
N 2.02300 8.53270 0.05060
C 1.38460 8.37080 1.19260
C 0.06160 7.95530 1.27080
H -2.00320 5.12150 -2.18560
H -0.92270 2.88920 -2.29080
H 0.08650 3.03750 1.70740
H -1.04550 5.22960 1.98870
H -0.45250 7.75220 -2.06270
H 1.92950 8.50540 -1.99120
H 1.95490 8.57240 2.08980
H -0.42640 7.83320 2.22320

These are the Löwdin partial charges, in e, on atoms 1 to 2:
1. Pt 0.767
2. C -0.242



[4]
Formula: C40H35BrFKN5OS
Source: OMol25
Level of theory: ωB97M-V/def2-TZVPD

Values from the calculation:
Net charge   -1
Molar mass   771.821 g/mol
Energy relative to the best compared isomer or geometry (same formula, charge and spin)   80.61 kJ/mol

CARTESIAN COORDINATES (ANGSTROEM)
K -1.13174 0.77634 0.46192
C 0.01062 -3.96369 2.13639
C 0.88573 -3.56434 0.98185
C 0.44007 -3.68081 -0.32819
C 1.22915 -3.27812 -1.40148
C 0.71294 -3.38007 -2.81047
C 2.48772 -2.74593 -1.14367
C 2.94773 -2.57444 0.15948
C 4.25844 -1.88482 0.43264
C 2.14085 -3.00070 1.20766
H 0.58272 -4.49777 2.89820
H -0.80911 -4.60178 1.80718
H -0.43815 -3.07628 2.59142
H -0.55526 -4.06770 -0.51735
H 0.83184 -4.39242 -3.20606
H 1.25074 -2.69626 -3.47166
H -0.34778 -3.12267 -2.83906
H 3.10164 -2.40866 -1.97313
H 4.09543 -0.95785 0.99036
H 4.77275 -1.63580 -0.49653
H 4.92302 -2.51087 1.03191
H 2.48605 -2.86271 2.22855
Br 1.09605 4.53642 -6.21388
C 0.19754 4.04098 -4.60477
C -1.18563 3.80738 -4.62475
C -1.82409 3.39628 -3.48885
C -1.14374 3.14329 -2.23855
O -1.76377 2.66718 -1.25984
C 0.26991 3.46850 -2.25097
C 1.14152 3.38770 -1.10679
N 0.86575 2.99080 0.08114
C 1.88660 3.11574 1.02556
C 2.67057 4.24239 1.14351
C 3.69097 4.32961 2.11329
C 3.92542 3.29855 2.97472
C 3.11898 2.13613 2.91079
C 3.28213 1.04081 3.79226
C 2.44169 -0.02743 3.70476
C 1.42196 -0.01080 2.72305
N 1.26607 0.97322 1.87325
C 2.09078 2.04501 1.94981
C 0.89326 3.89599 -3.43619
H -1.74160 3.95732 -5.54327
H -2.89084 3.20605 -3.49778
H 2.17159 3.70843 -1.32693
H 2.47826 5.08545 0.49204
H 4.28604 5.23289 2.17159
H 4.70757 3.35875 3.72242
H 4.06950 1.07798 4.53718
H 2.52313 -0.87194 4.37588
H 0.68340 -0.80806 2.65938
H 1.95921 4.09749 -3.41821
C -4.98560 -1.12989 -3.18728
N -3.70953 -0.59625 -3.60375
C -3.46051 0.09111 -4.77520
C -2.16319 0.42210 -4.77526
N -1.59789 -0.06885 -3.59830
C -2.57118 -0.72134 -2.85977
S -2.51571 -1.57416 -1.43023
C -0.23580 0.13568 -3.25939
C 0.67460 0.48710 -4.25586
C 1.98267 0.72870 -3.87807
C 2.34595 0.59354 -2.55171
C 1.37231 0.19009 -1.65356
N 0.10183 -0.02530 -1.99152
H -5.72792 -0.86171 -3.93655
H -5.26172 -0.71612 -2.21858
H -4.92746 -2.21285 -3.08405
H -4.23617 0.31080 -5.48603
H -1.61177 1.03214 -5.46158
H 0.38479 0.57289 -5.29125
H 2.70451 1.03344 -4.62570
H 3.35598 0.78541 -2.21441
H 1.61207 0.04307 -0.60599
F -4.00963 -1.92959 6.30340
C -3.31449 -1.58845 5.17029
C -3.55197 -2.28374 4.00231
C -2.83434 -1.91658 2.86181
C -1.87521 -0.88850 2.81679
C -1.70750 -0.23885 4.05232
C -2.40142 -0.56076 5.22444
H -4.28139 -3.08705 3.99048
H -3.05090 -2.48317 1.95508
H -0.98992 0.58131 4.13569
H -2.24005 -0.02890 6.15675

These are the Löwdin partial charges, in e, on atoms 1 to 2:
1. K 0.625
2. C -0.041



[5]
Formula: C40H35ClN4O4P2PbS
Source: OMol25
Level of theory: ωB97M-V/def2-TZVPD

Values from the calculation:
Net charge   0
Molar mass   972.412 g/mol
Energy relative to the best compared isomer or geometry (same formula, charge and spin)   219.08 kJ/mol

CARTESIAN COORDINATES (ANGSTROEM)
Pb -0.06980 1.25104 0.35430
O 0.72213 3.19375 3.58011
Cl 0.01519 1.95851 3.57326
O -0.68535 1.74381 4.79148
O 0.90542 0.86317 3.28253
O -0.99417 2.01411 2.47408
C 0.84307 -3.73241 0.02332
N 0.52568 -2.30078 0.05235
P -0.81756 -1.68705 0.89593
C -2.16295 -2.81234 0.42722
C -2.60977 -2.73238 -0.89209
C -3.61971 -3.56996 -1.33460
C -4.20287 -4.48076 -0.46148
C -3.76877 -4.55657 0.85263
C -2.74796 -3.72633 1.29718
C -0.53307 -2.01552 2.65260
C 0.59584 -2.65826 3.15460
C 0.79472 -2.75580 4.52328
C -0.13054 -2.21411 5.40286
C -1.25220 -1.56545 4.90996
C -1.44885 -1.46194 3.54421
P 1.17041 -1.23796 -1.11905
C 1.37803 -2.23443 -2.61559
C 2.46163 -3.07627 -2.86004
C 2.51665 -3.81922 -4.02803
C 1.48666 -3.72920 -4.95632
C 0.40821 -2.88919 -4.72228
C 0.35455 -2.13548 -3.55763
C 2.86412 -0.89767 -0.54160
C 3.15912 -0.86166 0.81747
C 4.38049 -0.36835 1.25985
C 5.31457 0.09749 0.34866
C 5.02232 0.07966 -1.01033
C 3.80380 -0.40725 -1.45183
H 0.40598 -4.23173 0.88660
H 1.92559 -3.87798 0.04990
H 0.44610 -4.20148 -0.88000
H -2.17488 -2.00632 -1.57176
H -3.95863 -3.50733 -2.36101
H -4.99788 -5.12953 -0.80611
H -4.21917 -5.26565 1.53528
H -2.40352 -3.79207 2.32142
H 1.34158 -3.06725 2.48703
H 1.68216 -3.24662 4.90189
H 0.03352 -2.27690 6.47055
H -1.95557 -1.10413 5.58981
H -2.30432 -0.90674 3.17303
H 3.26858 -3.14141 -2.13984
H 3.36155 -4.46946 -4.21514
H 1.53066 -4.31045 -5.86854
H -0.38785 -2.80936 -5.45140
H -0.47499 -1.45689 -3.38351
H 2.41787 -1.17893 1.53959
H 4.58878 -0.33424 2.32147
H 6.26382 0.48569 0.69556
H 5.74209 0.45577 -1.72598
H 3.58275 -0.39969 -2.51361
C -2.13506 1.54226 -0.62246
C -3.25534 2.24080 -0.29260
C -3.61272 3.39768 0.49320
C -4.42747 4.26464 -0.13882
C -4.90899 4.02969 -1.50502
C -4.77730 2.85299 -2.13740
C -4.15014 1.72609 -1.39309
H -3.17910 3.59964 1.46474
H -4.70101 5.20033 0.33353
H -5.42015 4.84827 -1.99733
H -5.19580 2.71498 -3.12797
H -4.90509 1.00050 -1.06034
N -2.46406 0.29742 -2.80088
C -2.83620 0.99879 -1.81703
H -3.24433 0.15433 -3.44289
N -1.16109 4.55773 -1.70966
C 0.03678 4.66533 -1.08975
N 0.72336 3.64447 -0.67633
C 1.93877 4.04944 -0.12099
C 2.91689 3.20669 0.40488
C 4.06348 3.76883 0.93324
C 4.25440 5.15024 0.93895
C 3.29846 5.99810 0.41070
C 2.14643 5.43421 -0.11635
S 0.77820 6.23151 -0.85233
H -1.63172 3.66781 -1.59954
H -1.75989 5.36452 -1.73822
H 2.78349 2.13222 0.40871
H 4.82284 3.12359 1.35476
H 5.16059 5.56483 1.36009
H 3.44849 7.06957 0.41401

These are the Löwdin partial charges, in e, on atoms 1 to 2:
1. Pb 1.254
2. O -0.312